No. 1
Here is C30H39Br2IrNO2P as an isolated structure in a non-equilibrium geometry from OMol25. Energies are from wB97M-V/def2-TZVPD.

Results
frontier orbital gap (spin up / spin down)	2.693 / 2.707	eV
relative energy (zero: lowest compared OMol25 entry of this formula, charge and spin)	426.1	kJ/mol
LUMO level (spin up / spin down)	-9.6266 / -9.6212	eV
charge	+2
molecular weight	828.65	g/mol

Each line ends with the Mulliken charge.
CARTESIAN COORDINATES (ANGSTROEM)
1 Ir -0.35259 1.48722 -0.68601  0.9011
2 Br 0.79927 3.08452 -2.70218  -0.0909
3 C 1.87897 1.63420 -3.37161  -0.6222
4 Br 1.70686 0.06476 -2.26082  -0.0578
5 H 2.91041 1.94739 -3.36972  0.4402
6 H 1.52746 1.38373 -4.35771  0.4645
7 C -3.02530 3.49529 0.06501  -1.6346
8 C -3.56302 2.49668 -0.97115  1.5951
9 C -3.22102 2.98055 -2.39108  -1.6114
10 C -5.09002 2.38453 -0.86706  -1.5858
11 P -2.60973 0.90544 -0.74813  0.3655
12 C -3.13585 -0.16696 -2.11491  0.8916
13 C -4.45276 -0.63057 -2.21647  -0.3673
14 C -4.84042 -1.42899 -3.28310  -0.8205
15 C -3.91846 -1.78160 -4.25973  -0.5963
16 C -2.60628 -1.33637 -4.16653  -0.5439
17 C -2.21814 -0.53131 -3.09834  -0.3853
18 C -2.90299 -0.00326 0.84976  2.2281
19 C -4.33800 0.07808 1.37412  -1.7948
20 C -1.93751 0.57087 1.89965  -2.2071
21 C -2.51669 -1.46838 0.58442  -1.7812
22 H -3.39673 4.49847 -0.16700  0.5006
23 H -1.93091 3.54626 0.06215  0.3000
24 H -3.34850 3.24788 1.08040  0.2685
25 H -3.61503 3.99466 -2.51917  0.5209
26 H -3.67252 2.34119 -3.15253  0.3132
27 H -2.14656 3.01219 -2.57337  0.0870
28 H -5.51992 3.36103 -1.11197  0.5202
29 H -5.43756 2.12219 0.12911  0.2817
30 H -5.49574 1.66977 -1.58482  0.2781
31 H -5.18565 -0.37865 -1.45938  0.1206
32 H -5.86740 -1.77412 -3.35337  0.4512
33 H -4.22488 -2.40510 -5.09346  0.4023
34 H -1.88376 -1.61572 -4.92678  0.4441
35 H -1.19789 -0.18232 -3.02513  0.1512
36 H -4.59750 1.08419 1.70157  0.3609
37 H -4.41902 -0.57887 2.24739  0.5443
38 H -5.07659 -0.25897 0.64478  0.2699
39 H -2.20988 1.58379 2.20488  0.2067
40 H -0.90417 0.58969 1.54791  0.5477
41 H -1.95883 -0.06454 2.79278  0.5559
42 H -3.20499 -1.95671 -0.10336  0.3497
43 H -2.54297 -2.01289 1.53438  0.5332
44 H -1.50740 -1.55289 0.16959  0.2703
45 C 3.31765 -4.70152 0.58240  -1.6330
46 C 3.27992 -3.73299 1.74452  0.4872
47 C 2.90977 -4.20642 3.01547  -0.5468
48 C 2.75996 -3.38121 4.15907  -1.0554
49 C 2.96753 -2.06007 4.03350  -0.8165
50 C 3.39858 -1.53099 2.75576  0.5356
51 N 3.50816 -0.22843 2.71507  0.3446
52 C 4.24843 0.60323 1.82932  -0.4222
53 C 5.63712 0.53774 1.81902  -0.2004
54 C 6.33350 1.46644 1.06328  -0.6210
55 C 5.64752 2.44235 0.34342  -0.6815
56 C 4.25301 2.47985 0.35376  -0.5836
57 C 3.55891 1.54933 1.09320  0.3548
58 C 2.06722 1.39907 1.14839  0.9014
59 O 1.67783 0.55680 1.99001  -0.6694
60 O 1.39876 2.09994 0.35449  -0.7082
61 C 3.58297 -2.39134 1.58500  1.4660
62 C 3.96463 -1.84168 0.24494  -1.0727
63 H 3.01485 -5.69624 0.90276  0.4339
64 H 4.31978 -4.78141 0.15431  0.3949
65 H 2.63876 -4.38721 -0.21175  0.3909
66 H 2.71723 -5.27030 3.12356  0.4297
67 H 2.47138 -3.80880 5.11153  0.4481
68 H 2.85173 -1.38801 4.87898  0.5062
69 H 3.10467 0.25800 3.51484  0.3514
70 H 6.15455 -0.19958 2.42365  0.5115
71 H 7.41554 1.43754 1.05522  0.4564
72 H 6.20219 3.17814 -0.22510  0.4474
73 H 3.69937 3.23272 -0.19080  0.5990
74 H 4.90213 -1.29303 0.27155  0.2737
75 H 3.18554 -1.14361 -0.10241  0.0777
76 H 4.06104 -2.63467 -0.48997  0.5356

=====

No. 2
Here is a 4-piece molecular cluster, C30H39NO11 overall in a non-equilibrium geometry from OMol25. Energies are from wB97M-V/def2-TZVPD.

Results
SMILES	NC(=O)CCc1cccc2c1C(=O)c1ccc(COO)cc1C2=O.CCOC(C)=O.CCOC(C)=O.CCOC(C)=O
frontier orbital gap	7.253	eV
relative energy (zero: lowest compared OMol25 entry of this formula, charge and spin)	553.3	kJ/mol
LUMO level	-1.4259	eV
molecular weight	589.64	g/mol

Each line ends with the Mulliken charge.
CARTESIAN COORDINATES (ANGSTROEM)
1 N 5.84931 -0.98898 5.10316  -0.6131
2 C 5.95788 -0.56476 3.62340  0.3250
3 O 7.09115 -0.64361 2.91058  -0.4686
4 C 4.64667 0.07779 2.82797  -0.4524
5 C 3.35368 -0.86287 3.20835  -0.0213
6 C 2.42795 -1.31206 1.93055  0.0679
7 C 3.04519 -1.71279 0.42855  -0.4875
8 C 2.01710 -2.10876 -0.81462  -0.4258
9 C 0.36901 -2.17753 -0.64428  -0.4662
10 C -0.23674 -1.80225 0.83418  0.3279
11 C 0.78017 -1.37472 2.09142  0.2230
12 C 0.02853 -0.96780 3.52902  -0.0318
13 O 0.47757 -1.34742 4.73716  -0.5381
14 C -1.37302 -0.07647 3.33392  0.1880
15 C -1.68460 1.18492 4.33864  -0.6049
16 C -3.08248 2.04613 4.03690  -0.4226
17 C -4.07907 1.63421 2.76992  0.1821
18 C -5.44245 2.53320 2.45516  -0.5175
19 O -5.03918 3.47175 1.35604  -0.1625
20 O -3.93570 4.09040 1.69484  -0.3781
21 C -3.77490 0.34868 1.76868  -0.2090
22 C -2.38889 -0.49752 2.07387  0.2318
23 C -1.87889 -1.79615 1.15158  0.2365
24 O -2.71473 -2.75914 0.74651  -0.5523
25 H 5.06243 -0.45198 5.57290  0.3287
26 H 5.52595 -1.98345 5.08701  0.3300
27 H 4.52010 1.18016 3.26673  0.2933
28 H 4.81461 0.21046 1.67722  0.3004
29 H 2.76009 -0.28003 4.05696  0.2060
30 H 3.71945 -1.86870 3.72479  0.1834
31 H 4.22276 -1.69930 0.28782  0.3062
32 H 2.44066 -2.36309 -1.89994  0.2658
33 H -0.38713 -2.43553 -1.50020  0.2704
34 H -0.94235 1.45488 5.21934  0.3106
35 H -3.30226 2.96899 4.74971  0.2413
36 H -5.64902 3.14273 3.45030  0.3366
37 H -6.32056 1.82053 2.14954  0.2846
38 H -3.15575 3.79852 1.13676  0.3462
39 H -4.45880 0.01021 0.88097  0.5291
40 C -3.63156 -0.01302 -4.55888  -0.9226
41 C -3.34509 -0.79622 -3.29414  -0.3347
42 O -2.37877 -0.11405 -2.47468  -0.3189
43 C -2.67752 0.85570 -1.58306  0.8748
44 C -4.03989 1.48337 -1.62160  -0.6252
45 O -1.82087 1.27011 -0.80367  -0.6308
46 H -4.06719 0.96487 -4.33777  0.2088
47 H -4.32397 -0.56188 -5.20460  0.2903
48 H -2.70479 0.17210 -5.11229  0.3658
49 H -4.25171 -1.02649 -2.72467  0.2933
50 H -2.89786 -1.76017 -3.56266  0.3675
51 H -4.00602 2.37778 -2.24685  0.3311
52 H -4.32003 1.76604 -0.60147  -0.1101
53 H -4.82265 0.81417 -1.97624  0.2642
54 C 10.16981 0.63744 2.50676  -0.8870
55 C 10.30732 -0.77615 1.97961  -0.3293
56 O 11.00752 -0.79031 0.72257  -0.3436
57 C 12.35201 -0.81143 0.59387  0.7162
58 C 13.20154 -0.51859 1.79556  -0.8633
59 O 12.86917 -0.99172 -0.50753  -0.5944
60 H 11.14464 1.09070 2.70472  0.3347
61 H 9.58850 0.64910 3.43389  0.2903
62 H 9.66977 1.27383 1.76893  0.2659
63 H 10.77872 -1.45247 2.70048  0.2990
64 H 9.30934 -1.18426 1.78267  0.2660
65 H 13.44299 0.54603 1.81425  0.2321
66 H 14.12735 -1.09770 1.71472  0.2954
67 H 12.74340 -0.81009 2.73973  0.3169
68 C -8.94102 -0.28270 -7.32233  -0.9599
69 C -8.58612 -1.11813 -6.10943  -0.4004
70 O -7.48765 -0.53408 -5.38633  -0.3468
71 C -7.61268 0.43248 -4.45102  0.7974
72 C -8.91724 1.16431 -4.33248  -1.1209
73 O -6.64843 0.75917 -3.76070  -0.5212
74 H -9.27173 0.71988 -7.03877  0.2743
75 H -9.73908 -0.75954 -7.89970  0.3593
76 H -8.06595 -0.15548 -7.96846  0.2984
77 H -9.44313 -1.29232 -5.45028  0.3502
78 H -8.24780 -2.10648 -6.44111  0.3096
79 H -8.87838 2.06930 -4.94202  0.2712
80 H -9.06495 1.44130 -3.28344  0.3175
81 H -9.78376 0.56697 -4.61294  0.3562

=====

Q: Among the records above, which one has the highest relative energy (zero: lowest compared OMol25 entry of this formula, charge and spin)?
A: C30H39NO11